1.
C41H37BaCl5P2 as an isolated structure, computed with wB97M-V/def2-TZVPD.

Element x y z (Å)
Ba 1.79196 0.57215 1.53198
C 5.20428 -2.87855 -1.29375
C 4.41243 -2.19727 -2.12602
C 3.24961 -2.75482 -2.87433
C 2.01228 -3.03653 -1.99464
C 2.07392 -4.05725 -0.90146
C 3.03409 -4.93302 -0.60440
C 4.20588 -5.25414 -1.44443
C 5.42548 -4.35855 -1.14164
C 2.05818 -1.24885 3.38529
H 5.86661 -2.29680 -0.66227
H 4.64288 -1.14047 -2.34215
H 3.48076 -3.60198 -3.52770
H 2.91420 -1.93871 -3.53360
H 1.75339 -2.09316 -1.48374
H 1.16185 -3.26277 -2.66357
H 1.19431 -4.04151 -0.25142
H 2.97908 -5.52043 0.31382
H 3.97339 -5.19105 -2.50742
H 4.51926 -6.27538 -1.18514
H 5.72120 -4.53219 -0.09032
H 6.27108 -4.70542 -1.76289
H 3.13892 -1.04666 3.52202
H 1.97607 -2.35510 3.41401
H 1.49750 -0.79539 4.22863
P -1.75043 3.28456 -0.39735
P -3.63734 1.26066 1.37934
C -2.86242 2.07312 -1.14919
C -3.75283 1.35353 -0.41323
C -2.34571 4.78127 -1.36881
C -3.00224 4.72328 -2.60758
C -3.53368 5.88492 -3.19093
C -3.39101 7.12309 -2.55952
C -2.70888 7.19658 -1.33784
C -2.20447 6.03558 -0.73437
C -0.16573 2.79183 -1.17708
C 0.41761 1.58525 -0.74591
C 1.59404 1.11627 -1.33883
C 2.18309 1.85024 -2.37203
C 1.58120 3.01012 -2.83686
C 0.42024 3.48341 -2.23325
C -5.48912 1.44560 1.65937
C -6.11433 2.63469 1.22056
C -7.49379 2.80731 1.36070
C -8.27520 1.79637 1.93714
C -7.66405 0.61083 2.37143
C -6.28120 0.44973 2.24225
C -3.43757 -0.54711 1.62451
C -3.02968 -0.98052 2.89957
C -2.86646 -2.33604 3.16713
C -3.10541 -3.27477 2.15505
C -3.52274 -2.85478 0.89497
C -3.67718 -1.49635 0.62684
H -2.80291 1.95131 -2.23521
H -4.60560 0.83561 -0.87230
H -3.12149 3.78118 -3.13648
H -4.06262 5.81952 -4.14129
H -3.80775 8.03273 -3.01396
H -2.57619 8.16340 -0.84557
H -1.69858 6.09882 0.23102
H -0.14088 0.98841 0.00092
H 2.03855 0.12398 -1.08977
H 3.09752 1.46651 -2.82827
H 2.00025 3.53786 -3.69662
H -0.05922 4.38191 -2.61372
H -5.52032 3.42103 0.75956
H -7.97243 3.72986 1.01779
H -9.35478 1.92911 2.04871
H -8.26934 -0.18703 2.80573
H -5.82158 -0.47794 2.58865
H -2.84412 -0.24377 3.67990
H -2.55901 -2.66127 4.16059
H -2.96985 -4.32948 2.35974
H -3.73368 -3.58117 0.11259
H -3.97528 -1.17508 -0.36099
Cl 4.73377 1.19729 1.04842
C 5.46366 -0.39177 1.52321
C 4.61142 -1.44823 1.59703
C 5.05407 -2.68680 2.00526
Cl 3.98221 -3.93834 2.56431
C 6.45906 -2.95033 2.08380
Cl 7.08722 -4.55429 2.07061
C 7.32626 -1.84825 2.17601
Cl 8.96208 -2.13518 2.62778
C 6.82173 -0.52927 1.94293
Cl 7.81450 0.81489 2.34866

Cartesian forces (eV/Å) of the 2 atoms listed first:
1.4 -1.3 2.0
0.6 0.4 -0.4

## Properties
E_tot: -4593.4723 hartree
HOMO: -6.546 eV
Energy relative to the best compared isomer or geometry (same formula, charge and spin): 19.22 kJ/mol
Gap between HOMO and LUMO: 5.949 eV



2.
C41H37CdN6OP2 as an isolated structure, computed with wB97M-V/def2-TZVPD.

Element x y z (Å)
Cd -0.11930 -0.16799 0.65342
N 1.03739 3.97560 2.64399
C 0.48796 3.08361 1.83157
N 0.40757 1.80517 2.07186
C 0.95327 1.31577 3.25356
N 0.91299 0.05005 3.57494
N 0.38017 -0.79978 2.69020
C 0.11380 -2.00385 3.02382
C -0.52381 -2.89664 2.05214
C -0.90418 -4.18242 2.41273
C -1.57536 -4.97225 1.48993
C -1.84034 -4.45853 0.22955
C -1.41672 -3.17178 -0.06120
N -0.77265 -2.40716 0.81915
C 1.54288 2.23781 4.20108
C 2.05674 1.82834 5.43749
C 2.53903 2.76202 6.32521
C 2.52343 4.12131 5.99939
C 2.04754 4.54669 4.77671
C 1.55896 3.60346 3.88030
H 1.07751 4.95050 2.38435
H 0.05510 3.46804 0.91419
H 0.30476 -2.36898 4.02961
H -0.68948 -4.54887 3.40791
H -1.89844 -5.96974 1.75582
H -2.37489 -5.03759 -0.50971
H -1.60875 -2.72955 -1.03332
H 2.05368 0.77438 5.67383
H 2.92590 2.45003 7.28523
H 2.88111 4.85110 6.71274
H 2.04146 5.59838 4.51696
C -0.40391 1.89389 -3.04254
C -1.50574 2.21919 -2.02663
P -1.97073 0.93219 -0.78247
C -2.67867 1.86206 0.61384
C -3.20307 3.14465 0.47110
C -3.73442 3.80147 1.57215
C -3.74410 3.19103 2.81857
C -3.25733 1.89744 2.96044
C -2.73127 1.23714 1.86387
C -3.37388 0.03766 -1.49955
C -3.26233 -0.48924 -2.78876
C -4.35314 -1.09884 -3.38310
C -5.54925 -1.21398 -2.68487
C -5.64939 -0.72780 -1.38887
C -4.56463 -0.10797 -0.78763
C 0.96262 1.56983 -2.41638
P 1.15842 -0.24532 -2.22548
C 3.31096 -1.43014 -0.83318
C 4.58883 -1.28679 -1.36456
C 5.54284 -2.24240 -1.06090
C 5.21337 -3.34009 -0.27626
C 3.92597 -3.47902 0.23475
C 2.97454 -2.51278 -0.02224
C 1.74519 -0.94812 -3.76004
C 1.96181 -2.33505 -3.76450
C 2.36521 -2.96123 -4.92710
C 2.51556 -2.21702 -6.09294
C 2.28005 -0.84560 -6.09307
C 1.87691 -0.20347 -4.93671
H -0.29671 2.76620 -3.68727
H -0.71501 1.07352 -3.69622
H -2.41488 2.47019 -2.57556
H -1.20411 3.09566 -1.44736
H -3.22534 3.63354 -0.49525
H -4.15782 4.79003 1.45291
H -4.14916 3.71193 3.67561
H -3.29961 1.40233 3.92180
H -2.40215 0.20673 1.97526
H -2.32506 -0.41697 -3.33125
H -4.27526 -1.48761 -4.38958
H -6.40265 -1.68767 -3.15074
H -6.57840 -0.82423 -0.84345
H -4.65732 0.27926 0.21757
H 1.08843 2.04299 -1.44299
H 1.78311 1.88741 -3.06205
H 4.83970 -0.42084 -1.96401
H 6.55237 -2.12305 -1.42949
H 5.96019 -4.09077 -0.05639
H 3.67079 -4.33412 0.84568
H 1.96703 -2.59413 0.37222
H 1.81530 -2.90841 -2.85606
H 2.53781 -4.02864 -4.93090
H 2.80008 -2.71093 -7.01246
H 2.40165 -0.27210 -7.00187
H 1.68785 0.86147 -4.96078
O 2.02031 0.24708 0.05879
N 2.36106 -0.37771 -1.00656

Cartesian forces (eV/Å) of the 2 atoms listed first:
-1.1 0.5 0.1
0.0 0.1 0.0

## Properties
E_tot: -2837.8627 hartree
HOMO (alpha / beta): -15.262 / -15.262 eV
Total charge: +3
Energy relative to the best compared isomer or geometry (same formula, charge and spin): 210.93 kJ/mol
Gap between HOMO and LUMO (alpha / beta): 5.007 / 3.950 eV



3.
C41H37F5MnOP2 as an isolated structure, computed with wB97M-V/def2-TZVPD.

Element x y z (Å)
Mn 1.92359 -1.66273 3.49352
C -2.49141 0.00491 5.17595
C -2.79733 -0.18556 3.88444
C -3.20859 0.82918 2.85177
C -2.11820 1.70197 2.16510
C -0.88055 1.98084 2.95349
C -0.89633 2.35242 4.22977
C -2.12804 2.55847 5.04341
C -2.43461 1.31521 5.91111
C 3.41099 -0.07263 3.61164
H -2.50085 -0.86971 5.83766
H -2.77292 -1.21315 3.49546
H -3.97470 1.50861 3.25851
H -3.64673 0.22625 2.04090
H -1.82155 1.24743 1.20904
H -2.57768 2.66715 1.89326
H 0.05728 1.79173 2.40878
H 0.04965 2.38679 4.77258
H -2.97799 2.78589 4.39004
H -1.94837 3.42623 5.69821
H -1.71227 1.25406 6.74696
H -3.40762 1.48286 6.39470
H 3.86820 -0.24380 4.59649
H 2.93284 0.92127 3.62876
H 4.21125 -0.11011 2.85454
P -0.23522 -1.67096 -3.55967
P 1.56007 0.48985 -3.95039
C -1.03501 -0.15363 -4.12697
C -0.12561 0.76712 -4.57906
C -0.76739 -2.89898 -4.82252
C -1.89780 -2.72710 -5.63306
C -2.31552 -3.76365 -6.47360
C -1.54694 -4.92927 -6.59537
C -0.34113 -5.03958 -5.89589
C 0.05259 -4.02771 -5.01820
C -1.17465 -1.95559 -2.01075
C -0.84239 -1.11181 -0.93610
C -1.47814 -1.27007 0.29247
C -2.49224 -2.22513 0.43614
C -2.83433 -3.05297 -0.64192
C -2.17617 -2.92521 -1.86984
C 2.46193 1.07969 -5.45176
C 2.35751 0.26013 -6.59363
C 2.80138 0.72205 -7.83286
C 3.40854 1.98392 -7.93202
C 3.60435 2.75836 -6.78019
C 3.14025 2.30361 -5.53958
C 1.74425 1.91378 -2.80760
C 2.95326 1.99702 -2.09258
C 3.26978 3.16693 -1.40135
C 2.36070 4.23066 -1.37297
C 1.10582 4.09477 -1.97818
C 0.78093 2.92219 -2.66861
H -2.12230 -0.03534 -4.02365
H -0.30636 1.59240 -5.28096
H -2.45480 -1.79211 -5.59542
H -3.24498 -3.67084 -7.03638
H -1.87981 -5.74561 -7.23983
H 0.29250 -5.91825 -6.03070
H 0.99086 -4.10775 -4.46756
H -0.10161 -0.32283 -1.08159
H -1.17355 -0.64712 1.13529
H -3.01099 -2.32050 1.39173
H -3.61903 -3.80003 -0.51894
H -2.45633 -3.55503 -2.71679
H 1.89804 -0.72695 -6.51565
H 2.67229 0.10490 -8.72639
H 3.74442 2.35472 -8.90411
H 4.11003 3.72654 -6.84606
H 3.28334 2.92081 -4.65299
H 3.64498 1.15234 -2.10747
H 4.23097 3.24913 -0.89387
H 2.62910 5.16134 -0.87244
H 0.38020 4.90861 -1.92212
H -0.20306 2.80332 -3.12341
F 0.69924 -0.87901 10.66266
C 0.64781 -0.95565 9.32395
C 0.86216 0.20039 8.56556
F 1.03394 1.38233 9.18817
C 0.90239 0.12267 7.19573
F 1.18461 1.22945 6.46548
C 0.76497 -1.12003 6.50824
O 1.02668 -1.23255 5.26019
C 0.40473 -2.24360 7.31772
F 0.11631 -3.40312 6.69158
C 0.39389 -2.17788 8.69421
F 0.16243 -3.27669 9.44583

Cartesian forces (eV/Å) of the 2 atoms listed first:
0.0 1.8 1.9
-0.9 -0.2 -0.2

## Properties
E_tot: -3992.5950 hartree
HOMO (alpha / beta): -7.164 / -7.163 eV
<S²>: 8.7712
Multiplicity: 6
Energy relative to the best compared isomer or geometry (same formula, charge and spin): 8.45 kJ/mol
Gap between HOMO and LUMO (alpha / beta): 5.754 / 5.470 eV



4.
C41H37F5P2SW as an isolated structure, computed with wB97M-V/def2-TZVPD.

Element x y z (Å)
W -0.07080 0.06328 2.03829
C -1.52418 0.17338 3.95564
C -2.10698 -0.14311 2.66721
C -2.96059 0.89222 1.94604
C -2.17157 1.83224 1.01396
C -0.68925 1.93571 1.32017
C -0.25628 2.31595 2.65261
C -1.21681 2.72568 3.71463
C -1.64855 1.50902 4.61011
C 0.89749 -1.70822 1.39897
H -1.43566 -0.66028 4.66227
H -2.37180 -1.19401 2.49844
H -3.53264 1.50770 2.66324
H -3.75064 0.41930 1.32722
H -2.29599 1.48553 -0.03399
H -2.60094 2.86586 0.99385
H -0.09959 2.42514 0.56705
H 0.70290 2.81183 2.78696
H -2.10459 3.30278 3.36467
H -0.70434 3.45264 4.39419
H -0.98439 1.54456 5.50718
H -2.68198 1.71111 4.99588
H 1.65736 -2.10975 2.09274
H 1.40112 -1.33000 0.49205
H 0.23832 -2.54525 1.08549
P -0.04822 -1.62705 -2.57634
P 1.23422 0.85203 -1.46851
C -0.88444 -0.05297 -2.86998
C -0.36569 1.07198 -2.29696
C -0.12486 -2.44855 -4.23289
C -0.97589 -2.16016 -5.32123
C -1.47456 -3.24146 -6.07103
C -0.91665 -4.51891 -5.91334
C 0.25475 -4.65733 -5.14441
C 0.70769 -3.58420 -4.37295
C -1.40776 -2.62057 -1.81138
C -1.91335 -1.99862 -0.64659
C -2.99339 -2.55067 0.03918
C -3.54513 -3.75182 -0.43312
C -3.09211 -4.35174 -1.62124
C -2.02204 -3.78324 -2.32592
C 2.28623 0.82571 -3.11909
C 2.15585 -0.25233 -4.02366
C 2.21215 -0.03795 -5.39945
C 2.77238 1.15730 -5.88450
C 3.28963 2.07755 -4.96371
C 3.04739 1.90619 -3.58442
C 1.72282 2.50823 -0.84507
C 3.02507 2.62697 -0.31829
C 3.57456 3.88863 -0.06237
C 2.78564 5.03477 -0.23649
C 1.42480 4.89992 -0.52795
C 0.87073 3.63681 -0.75704
H -1.83626 -0.08731 -3.44433
H -0.80527 2.07271 -2.37528
H -1.27454 -1.13943 -5.58558
H -2.31497 -3.09105 -6.75741
H -1.36547 -5.39371 -6.39903
H 0.80348 -5.60213 -5.12946
H 1.66019 -3.63140 -3.83440
H -1.47951 -1.03868 -0.29321
H -3.38425 -2.05873 0.92924
H -4.32780 -4.22553 0.16084
H -3.56970 -5.27147 -1.98897
H -1.69847 -4.24449 -3.27686
H 2.00608 -1.27911 -3.66976
H 1.84004 -0.79721 -6.09141
H 2.82841 1.33927 -6.95655
H 3.84409 2.94925 -5.31570
H 3.44327 2.63944 -2.88106
H 3.61670 1.71845 -0.18017
H 4.61929 3.98704 0.24346
H 3.23244 6.02573 -0.13667
H 0.78661 5.78497 -0.59124
H -0.21951 3.54428 -0.83441
F -0.08746 -0.60289 9.09724
C 0.49552 -0.49736 7.88069
C 1.00028 0.72251 7.41682
F 0.84569 1.83156 8.16905
C 1.57335 0.83041 6.15366
F 2.14265 2.00425 5.75617
C 1.52976 -0.24151 5.26337
S 1.68150 0.14941 3.47397
C 1.13281 -1.49553 5.75973
F 1.21618 -2.61795 4.99436
C 0.60981 -1.60934 7.05053
F 0.16560 -2.80634 7.46631

Cartesian forces (eV/Å) of the 2 atoms listed first:
-1.7 -1.5 2.7
0.0 -1.1 -1.5

## Properties
E_tot: -3230.9568 hartree
HOMO (alpha / beta): -13.499 / -13.563 eV
<S²>: 2.0265
Multiplicity: 3
Total charge: +2
Gap between HOMO and LUMO (alpha / beta): 6.656 / 4.596 eV



5.
C41H37F9LiN4O3PSSe2 as an isolated structure, computed with wB97M-V/def2-TZVPD.

Element x y z (Å)
Li -0.18700 -1.49276 -0.37846
N 0.76573 -3.91731 1.47360
C 1.78801 -3.46014 0.64643
C 3.06040 -3.99434 0.90213
C 4.11267 -3.62975 0.10214
C 3.88819 -2.74362 -0.94885
C 2.61344 -2.26119 -1.11570
N 1.56578 -2.58630 -0.32862
C -0.59079 -3.63366 1.60073
C -1.30306 -4.41185 2.52473
C -2.61910 -4.11324 2.76910
C -3.21514 -3.05256 2.09068
C -2.44643 -2.36174 1.18650
N -1.15428 -2.64358 0.92438
H 1.07372 -4.63974 2.10293
H 3.19940 -4.68758 1.72192
H 5.09972 -4.03269 0.28771
H 4.67643 -2.43393 -1.61904
H 2.40575 -1.57425 -1.92832
H -0.80906 -5.22221 3.04606
H -3.17886 -4.69066 3.49356
H -4.24133 -2.76686 2.27004
H -2.85441 -1.52497 0.63393
C -4.83163 -0.09461 -1.65859
Se -3.04904 -0.64752 -2.21176
C -3.56414 -2.46560 -2.70827
C -2.50437 -3.11309 -3.58076
Se -0.79647 -3.34457 -2.65009
C 0.37237 -2.96792 -4.16232
H -5.21616 -0.77623 -0.90149
H -5.50056 -0.06751 -2.51447
H -4.75286 0.90338 -1.23291
H -4.49626 -2.39257 -3.26835
H -3.75281 -3.04470 -1.80252
H -2.30359 -2.50488 -4.46159
H -2.83408 -4.09778 -3.90688
H 0.19505 -3.68942 -4.95420
H 1.39475 -3.07519 -3.80592
H 0.22053 -1.95241 -4.52479
F 6.48071 1.64610 3.81198
C 5.39787 2.34396 4.17949
F 5.65662 3.63982 3.94898
F 5.26634 2.20440 5.50973
C 4.15303 1.89548 3.45935
C 2.95261 2.53887 3.75233
C 1.79276 2.14805 3.11452
C 1.82271 1.11317 2.17696
C 3.02558 0.48293 1.89170
C 4.19844 0.87308 2.53260
P 0.31823 0.54701 1.31198
C -0.29882 2.03852 0.46483
C -1.61181 2.06361 -0.00455
C -2.03787 3.06384 -0.86132
C -1.14571 4.04276 -1.27323
C 0.16400 4.02782 -0.82347
C 0.58401 3.03226 0.04696
C -1.57581 5.14087 -2.21503
F -1.49568 6.34212 -1.60950
F -2.85262 4.98649 -2.60837
F -0.81296 5.18780 -3.29973
C -0.80840 0.23918 2.72875
C -1.96695 0.94801 3.02328
C -2.79272 0.53916 4.06203
C -2.45802 -0.57258 4.81921
C -1.29191 -1.27494 4.55339
C -0.48326 -0.87313 3.50521
C -3.38757 -1.00298 5.91976
F -3.56374 -0.03462 6.83183
F -4.60721 -1.30672 5.43631
F -2.94299 -2.08856 6.56982
H 2.93500 3.34331 4.47657
H 0.85843 2.64852 3.33983
H 3.05394 -0.31672 1.15871
H 5.13668 0.38673 2.30665
H -2.30434 1.27659 0.27857
H -3.05644 3.08140 -1.22339
H 0.86197 4.78037 -1.16826
H 1.61481 3.02457 0.37712
H -2.24069 1.81762 2.43761
H -3.69997 1.08840 4.28075
H -1.02823 -2.13623 5.15129
H 0.41643 -1.43850 3.28111
N 0.43735 0.06171 -1.99185
C 0.81279 1.06380 -2.94451
C 1.98804 1.77771 -2.77002
C 2.33177 2.78046 -3.66872
C 1.50985 3.06081 -4.74881
C 0.32522 2.34849 -4.90967
C -0.02954 1.35506 -4.01106
S 1.97702 4.29645 -5.96253
O 3.04302 5.03780 -5.30870
O 0.75020 5.04337 -6.18069
O 2.40117 3.49260 -7.09715
H 1.21763 -0.12599 -1.37311
H 0.19528 -0.80527 -2.46527
H 2.63409 1.55081 -1.92392
H 3.23932 3.35957 -3.55346
H -0.32120 2.59947 -5.74164
H -0.96893 0.82088 -4.11391

Cartesian forces (eV/Å) of the 2 atoms listed first:
0.0 0.1 -0.2
0.0 0.0 -0.1

## Properties
E_tot: -8478.1805 hartree
HOMO: -6.935 eV
Energy relative to the best compared isomer or geometry (same formula, charge and spin): 3.86 kJ/mol
Gap between HOMO and LUMO: 6.055 eV



What is the E_tot in the second record?
-2837.8627 hartree